## P
Entry from the OMol25 dataset: an isolated molecule of C5H11NO2 (the ωB97M-V functional and the def2-TZVPD basis).

Geometry (Å):
C  0.570  0.044  -0.892
N  1.020  -0.961  -1.981
C  1.124  -0.485  -3.284
O  1.428  -1.170  -4.221
C  0.254  -0.484  0.529
C  -0.890  0.329  1.141
C  -0.513  1.283  2.329
O  -1.652  -0.696  1.852
H  1.361  0.747  -0.863
H  -0.402  0.393  -1.352
H  0.926  -1.978  -1.758
H  1.209  0.535  -3.308
H  1.149  -0.539  1.192
H  -0.041  -1.584  0.545
H  -1.670  0.694  0.345
H  -0.769  0.558  3.238
H  -1.103  2.177  2.102
H  0.571  1.521  2.324
H  -2.572  -0.384  2.064

LUMO level   0.73 eV
Frontier orbital gap   10.321 eV
Structure (SMILES)   C[C@H](O)CCNC=O



## Q
Entry from the OMol25 dataset: an isolated molecule of C5H11NO2 (the ωB97M-V functional and the def2-TZVPD basis).

Geometry (Å):
O  2.315  -0.415  -1.720
C  1.679  -0.365  -0.604
N  0.677  -1.288  -0.304
C  -0.382  -1.019  0.690
C  -0.979  0.337  0.860
C  -1.373  0.695  -0.674
O  -2.247  -0.248  -1.288
C  2.107  0.619  0.457
H  0.252  -1.729  -1.159
H  -0.102  -1.505  1.585
H  -1.083  -1.755  0.265
H  -1.899  0.351  1.429
H  -0.438  1.202  1.146
H  -1.640  1.729  -0.798
H  -0.343  0.625  -1.001
H  -3.181  -0.190  -1.010
H  2.446  1.464  -0.109
H  2.926  0.518  1.185
H  1.267  0.974  1.051

LUMO level   0.66 eV
Frontier orbital gap   10.197 eV
Structure (SMILES)   CC(=O)NCCCO



## R
Entry from the OMol25 dataset: a cluster of 2 separate species, C5H11NO2 in total (the ωB97M-V functional and the def2-TZVPD basis).

Geometry (Å):
C  1.306  0.643  0.233
C  2.723  0.427  0.738
O  0.960  -0.203  -0.844
H  1.202  -1.106  -0.602
H  1.166  1.662  -0.132
H  0.583  0.382  1.071
H  3.436  0.548  -0.075
H  2.835  -0.577  1.147
H  2.947  1.150  1.518
C  -1.971  0.906  -1.054
C  -1.551  0.039  0.095
C  -1.483  -1.473  -0.244
N  -1.395  -2.364  0.634
O  -1.638  0.363  1.261
H  -1.398  -1.969  1.583
H  -1.516  -1.762  -1.290
H  -1.195  0.876  -1.817
H  -2.889  0.527  -1.499
H  -2.123  1.931  -0.723

LUMO level   0.34 eV
Frontier orbital gap   10.024 eV
Structure (SMILES)   [H]/N=C\C(C)=O.CCO



Which one is most stable, and which one is least stable? R is the most stable of them, while P is the least stable.



## P
Entry from the OMol25 dataset: an isolated molecule of C5H11NO2 (the ωB97M-V functional and the def2-TZVPD basis).

Geometry (Å):
C  -0.682  0.544  -0.981
N  -1.383  1.713  -0.533
C  -0.822  2.978  -0.519
O  -1.508  3.940  -0.252
C  -0.546  -0.639  -0.013
C  0.888  -0.774  0.638
C  1.503  -2.116  0.235
O  0.790  -0.653  2.059
H  -1.145  0.251  -1.944
H  0.341  0.737  -1.335
H  -2.267  1.557  -0.084
H  0.232  3.002  -0.787
H  -0.787  -1.552  -0.548
H  -1.270  -0.528  0.800
H  1.584  0.038  0.428
H  2.327  -1.914  -0.448
H  0.798  -2.790  -0.227
H  1.893  -2.644  1.100
H  0.052  -1.150  2.412

LUMO level   0.83 eV
Frontier orbital gap   10.373 eV
Structure (SMILES)   C[C@H](O)CCNC=O



## Q
Entry from the OMol25 dataset: a cluster of 2 separate species, C5H11NO2 in total (the ωB97M-V functional and the def2-TZVPD basis).

Geometry (Å):
C  -2.106  -1.086  -1.651
C  -0.923  0.775  1.238
C  -0.265  -0.461  0.692
O  -1.890  0.079  -1.809
O  -0.741  -1.564  0.842
H  0.456  1.017  -1.586
H  -2.953  -1.468  -1.058
H  -1.453  -1.868  -2.086
H  -1.750  0.504  1.887
H  -1.305  1.351  0.396
H  -0.209  1.394  1.777
N  2.129  -0.327  1.034
C  1.086  -0.292  0.010
C  1.223  0.981  -0.816
H  2.070  -1.184  1.574
H  2.031  0.459  1.668
H  1.254  -1.165  -0.632
H  1.141  1.867  -0.190
H  2.205  0.987  -1.289

LUMO level   0.90 eV
Frontier orbital gap   10.016 eV
Structure (SMILES)   CC(=O)[C@@H](C)N.C=O



Which one is most stable, and which one is least stable? P is the most stable of them, while Q is the least stable.



## P
Entry from the OMol25 dataset: an isolated molecule of C6H8OS (the ωB97M-V functional and the def2-TZVPD basis).

Geometry (Å):
C  -0.567  1.441  -0.149
C  -0.959  -0.063  -0.168
C  -0.684  -0.513  1.197
C  0.868  -0.616  1.321
C  -0.025  -0.928  -1.052
C  -1.364  -0.409  -1.524
H  -0.167  1.803  -1.119
H  -0.987  -1.519  1.464
H  -0.970  0.145  2.052
H  1.377  0.185  1.920
H  1.172  -1.598  1.858
H  -0.078  -2.015  -0.783
H  -1.602  0.437  -2.193
H  -2.007  -1.213  -1.752
O  -0.717  2.093  0.853
S  1.587  -0.403  -0.376

LUMO level   0.80 eV
Frontier orbital gap   9.545 eV
Structure (SMILES)   O=C[C@]12CCS[C@@H]1C2



## Q
Entry from the OMol25 dataset: an isolated molecule of C6H8OS (the ωB97M-V functional and the def2-TZVPD basis).

Geometry (Å):
C  1.098  0.234  0.296
C  0.467  -1.062  0.571
C  -0.947  -1.077  0.010
C  -1.658  -0.314  -0.775
C  -1.080  1.046  -0.624
C  0.424  0.819  -0.835
H  1.870  1.261  1.996
H  2.141  0.164  0.192
H  0.857  -2.043  0.088
H  0.708  -1.350  1.630
H  -1.231  -2.209  0.048
H  -2.726  -0.576  -1.149
H  -1.555  1.335  0.433
H  0.690  0.211  -1.820
O  0.844  1.141  1.376
S  0.099  2.418  -1.435

LUMO level   0.39 eV
Frontier orbital gap   8.849 eV
Structure (SMILES)   O[C@H]1CC=C[C@@H]2S[C@H]21



## R
Entry from the OMol25 dataset: an isolated molecule of C6H8OS (the ωB97M-V functional and the def2-TZVPD basis).

Geometry (Å):
C  1.945  0.810  -0.095
C  0.582  1.318  -0.195
C  -0.454  0.584  0.097
C  -1.864  1.121  0.219
C  -2.728  -0.261  0.088
C  -0.567  -0.902  0.061
H  2.606  1.691  -0.391
H  0.329  2.280  -0.566
H  -2.047  1.903  -0.533
H  -1.955  1.582  1.210
H  -3.556  -0.179  -0.655
H  -3.130  -0.709  1.051
H  -0.259  -1.358  1.071
H  0.062  -1.415  -0.738
O  -1.809  -1.207  -0.393
S  2.558  -0.636  0.103

LUMO level   -0.45 eV
Frontier orbital gap   8.067 eV
Structure (SMILES)   S=C/C=C1/CCOC1



## S
Entry from the OMol25 dataset: an isolated molecule of C6H8OS (the ωB97M-V functional and the def2-TZVPD basis).

Geometry (Å):
C  1.799  0.264  -1.295
C  0.416  -0.277  -1.023
C  0.319  -0.848  1.248
C  -0.630  0.281  1.067
C  -1.818  0.047  0.172
C  -0.546  0.726  -0.348
H  2.620  -0.243  -0.810
H  0.034  -0.702  -1.959
H  -0.076  -1.629  1.909
H  1.278  -0.481  1.659
H  -0.668  1.036  1.882
H  -1.975  -0.925  -0.258
H  -2.701  0.633  0.361
H  -0.590  1.783  -0.574
O  0.517  -1.334  -0.054
S  2.021  1.670  -1.975

LUMO level   -0.22 eV
Frontier orbital gap   8.524 eV
Structure (SMILES)   S=C[C@H]1OC[C@@H]2C[C@@H]21



Which one is most stable, and which one is least stable? S is the most stable of them, while Q is the least stable.



## P
Entry from the OMol25 dataset: an isolated molecule of C6H8OS (the ωB97M-V functional and the def2-TZVPD basis).

Geometry (Å):
C  1.415  0.323  1.457
C  0.579  0.679  0.239
C  -0.917  0.665  0.169
C  -0.170  -0.427  -0.554
C  -0.122  -0.378  -1.983
C  -0.116  -0.432  -3.178
H  2.382  -0.057  1.092
H  0.944  -0.421  2.092
H  1.589  1.224  2.066
H  1.045  1.354  -0.470
H  -1.335  1.439  -0.485
H  -2.453  0.105  1.145
H  -0.921  -1.879  1.196
H  -0.130  -0.493  -4.230
O  -1.594  0.386  1.344
S  -0.196  -2.087  0.100

LUMO level   0.58 eV
Frontier orbital gap   9.265 eV
Structure (SMILES)   C#C[C@@]1(S)[C@H](C)[C@@H]1O



## Q
Entry from the OMol25 dataset: an isolated molecule of C6H8OS (the ωB97M-V functional and the def2-TZVPD basis).

Geometry (Å):
C  2.094  0.366  0.771
C  1.571  -0.302  -0.245
C  0.493  0.187  -1.205
C  -1.165  -1.160  -0.172
C  -1.714  0.008  0.611
C  -1.383  1.278  0.384
H  2.868  -0.071  1.391
H  1.778  1.374  1.026
H  1.953  -1.298  -0.482
H  0.960  0.289  -2.226
H  -1.983  -1.807  -0.475
H  -0.499  -1.750  0.477
H  -2.420  -0.226  1.396
H  -1.829  2.095  0.944
O  -0.497  -0.799  -1.368
S  -0.228  1.818  -0.827

LUMO level   0.84 eV
Frontier orbital gap   9.186 eV
Structure (SMILES)   C=C[C@H]1OCC=CS1



## R
Entry from the OMol25 dataset: an isolated molecule of C6H8OS (the ωB97M-V functional and the def2-TZVPD basis).

Geometry (Å):
C  0.491  -0.161  -0.634
C  -0.575  -1.203  -0.291
C  -1.862  -0.498  -0.772
C  -1.565  0.471  0.402
C  -1.022  -0.790  1.132
C  -0.256  1.081  -0.064
H  2.438  -1.530  -0.429
H  0.609  -0.035  -1.752
H  -0.350  -2.231  -0.567
H  -1.880  -0.090  -1.833
H  -2.769  -1.115  -0.598
H  -2.288  1.150  0.814
H  -1.831  -1.417  1.537
H  -0.278  -0.633  1.907
O  0.142  2.205  0.000
S  2.122  -0.322  0.143

LUMO level   0.69 eV
Frontier orbital gap   9.965 eV
Structure (SMILES)   O=C1[C@H]2C[C@H](C2)[C@@H]1S



Which one is most stable, and which one is least stable? R is the most stable of them, while P is the least stable.